No. 1
Below is the molecule C19H19N3O4S2 at a distorted geometry, with properties calculated with the ωB97M-V functional and the def2-TZVPD basis.

Last column: Löwdin charge in e.
CARTESIAN COORDINATES (ANGSTROEM)
C  -6.959  -1.774  0.494  -0.082
O  -7.010  -0.546  -0.193  -0.078
C  -5.855  0.127  -0.423  -0.265
C  -5.986  1.343  -1.102  0.006
C  -4.877  2.118  -1.369  -0.059
C  -3.619  1.698  -0.970  -0.020
C  -3.475  0.480  -0.316  -0.134
C  -2.111  0.073  0.091  -0.424
O  -1.225  0.858  0.363  0.009
N  -1.892  -1.283  0.141  0.122
C  -0.659  -1.802  0.419  -0.560
N  -0.392  -3.066  0.382  0.016
N  0.878  -3.328  0.660  0.008
C  1.586  -2.286  0.916  -0.600
C  3.052  -2.321  1.162  -0.207
C  3.781  -2.649  -0.131  -0.208
S  3.405  -1.417  -1.437  0.681
O  2.016  -1.518  -1.798  -0.322
O  4.379  -1.609  -2.479  -0.308
C  3.686  0.188  -0.680  -0.300
C  2.686  1.140  -0.705  -0.089
C  2.902  2.369  -0.109  -0.020
C  4.117  2.656  0.506  -0.265
C  4.346  3.993  1.138  -0.046
C  5.119  1.690  0.499  -0.028
C  4.908  0.457  -0.094  -0.058
S  0.685  -0.785  0.852  1.168
C  -4.593  -0.306  -0.035  0.033
H  -6.550  -1.655  1.503  0.098
H  -6.372  -2.519  -0.053  0.097
H  -7.991  -2.114  0.564  0.095
H  -6.974  1.654  -1.399  0.120
H  -4.993  3.057  -1.887  0.109
H  -2.742  2.294  -1.163  0.117
H  -2.588  -1.940  -0.179  0.150
H  3.380  -1.353  1.548  0.104
H  3.273  -3.093  1.905  0.127
H  3.445  -3.599  -0.540  0.112
H  4.860  -2.654  -0.013  0.098
H  1.750  0.906  -1.187  0.100
H  2.118  3.111  -0.116  0.121
H  4.582  4.729  0.370  0.088
H  5.175  3.958  1.841  0.077
H  3.452  4.329  1.659  0.082
H  6.071  1.905  0.962  0.114
H  5.687  -0.289  -0.113  0.118
H  -4.477  -1.226  0.516  0.106

Forces on the atoms, in the same order (eV/Å):
C 0.01 -0.20 0.11
O 0.01 0.29 -0.14
C 0.07 0.14 -0.13
C -0.05 -0.20 0.12
C -0.07 -0.09 0.04
C 0.24 -0.21 0.13
C -0.36 0.46 -0.18
C -0.12 -0.36 0.02
O -0.09 0.28 -0.09
N -0.47 0.06 -0.11
C 1.08 0.48 0.41
N -1.64 0.17 -0.43
N 1.41 -0.67 0.26
C -0.60 0.83 0.40
C 0.03 -0.12 0.08
C -0.12 0.87 -0.34
S 0.38 -0.34 -0.32
O -0.07 0.13 0.14
O 0.30 0.04 0.18
C -0.09 -0.62 -0.16
C -0.14 0.00 -0.13
C 0.15 -0.07 -0.02
C -0.05 -0.05 -0.02
C 0.01 0.03 -0.04
C -0.03 -0.08 -0.02
C 0.12 0.02 0.03
S -0.06 -1.11 0.21
C -0.11 -0.11 0.03
H 0.00 0.00 -0.04
H 0.00 0.04 0.02
H 0.10 -0.02 0.02
H -0.12 0.04 -0.04
H -0.02 0.08 -0.05
H 0.08 0.06 -0.01
H 0.06 0.10 -0.02
H 0.06 -0.12 0.08
H 0.02 0.10 -0.04
H -0.04 -0.01 -0.16
H 0.11 -0.01 -0.04
H -0.12 0.01 -0.02
H -0.10 0.09 0.00
H 0.02 0.09 0.00
H 0.04 0.05 0.06
H -0.02 0.07 0.06
H 0.09 0.02 0.05
H 0.16 -0.06 0.03
H -0.04 -0.08 0.06

Properties
Calculated total energy, eV: -54341.49873
M, g mol⁻¹: 417.51
SMILES: COc1cccc(C(=O)Nc2nnc(CCS(=O)(=O)c3ccc(C)cc3)s2)c1
LUMO level, eV: 0.22

=====

No. 2
Below is a structure of composition C2H4N2 at a distorted geometry, with properties calculated with the ωB97M-V functional and the def2-TZVPD basis.

Last column: Löwdin charge in e.
CARTESIAN COORDINATES (ANGSTROEM)
C  -0.550  0.440  -0.694  -0.169
C  -0.386  -0.468  0.276  -0.159
N  0.871  0.533  -0.819  -0.039
N  1.009  -0.503  0.189  -0.048
H  -1.307  0.867  -1.311  0.075
H  -1.794  -0.813  2.123  0.118
H  1.283  0.272  -1.717  0.114
H  1.573  -0.246  0.992  0.108

Forces on the atoms, in the same order (eV/Å):
C -0.16 -0.23 0.03
C -1.40 -0.11 1.20
N 0.57 0.77 0.01
N 0.63 -0.66 -0.17
H -0.19 0.15 -0.11
H 0.86 0.15 -1.07
H -0.15 -0.36 0.20
H -0.16 0.29 -0.08

Properties
Calculated total energy, eV: -5111.19347
M, g mol⁻¹: 56.07
LUMO level (spin up / spin down), eV: -0.29 / -0.68

=====

No. 3
Below is the molecule C2H8N2O2S2 at a distorted geometry, with properties calculated with the ωB97M-V functional and the def2-TZVPD basis.

Last column: Löwdin charge in e.
CARTESIAN COORDINATES (ANGSTROEM)
C  0.000  0.685  -1.051  -0.153
C  0.000  0.017  0.293  -0.641
N  2.595  0.266  0.605  -0.184
N  -2.595  0.266  0.605  -0.184
O  1.756  -1.660  -0.806  -0.484
O  -1.756  -1.660  -0.806  -0.484
S  1.496  -1.078  0.493  0.830
S  -1.496  -1.078  0.493  0.830
H  0.000  -0.085  -1.821  0.072
H  -0.889  1.302  -1.168  0.075
H  0.889  1.302  -1.168  0.075
H  0.000  0.703  1.137  0.081
H  2.875  0.436  1.561  0.037
H  3.411  0.074  0.037  0.047
H  -3.411  0.074  0.037  0.047
H  -2.875  0.436  1.561  0.037

Forces on the atoms, in the same order (eV/Å):
C 0.00 -0.09 -0.25
C 0.00 -0.78 -0.11
N -0.49 -0.13 0.06
N 0.49 -0.13 0.06
O 0.25 -0.60 -1.08
O -0.25 -0.60 -1.08
S -0.13 1.39 1.05
S 0.13 1.39 1.05
H 0.00 0.09 -0.05
H -0.01 0.02 0.04
H 0.01 0.02 0.04
H 0.00 0.03 0.19
H 0.08 -0.10 0.14
H 0.01 -0.20 -0.11
H -0.01 -0.20 -0.11
H -0.08 -0.10 0.14

Properties
Calculated total energy, eV: -30947.64945
M, g mol⁻¹: 156.23
LUMO level, eV: 0.43

=====

No. 4
Below is a cluster of 5 separate species, CH12O5 in total at a distorted geometry, with properties calculated with the ωB97M-V functional and the def2-TZVPD basis.

Last column: Löwdin charge in e.
CARTESIAN COORDINATES (ANGSTROEM)
C  3.115  -2.670  -1.154  -0.124
O  2.664  -2.041  0.079  -0.158
H  4.167  -2.870  -1.026  0.067
H  3.012  -1.966  -1.979  0.082
H  2.447  -3.521  -1.025  0.083
H  2.984  -1.137  0.066  0.068
O  -1.019  4.702  0.540  -0.038
H  -1.114  5.647  0.493  0.025
H  -1.703  4.308  0.023  0.011
O  -0.366  -0.033  1.408  -0.091
H  -0.449  -0.331  2.341  0.053
H  -0.643  -0.759  0.779  0.033
O  -0.332  -1.664  -1.537  -0.082
H  -1.223  -1.936  -1.305  0.027
H  0.210  -2.296  -0.957  0.062
O  -3.433  1.296  0.669  -0.027
H  -3.930  1.440  -0.134  0.031
H  -2.560  1.361  0.382  -0.021

Forces on the atoms, in the same order (eV/Å):
C -0.58 0.85 2.14
O 0.19 0.62 -0.25
H 0.33 -0.69 -0.25
H -0.55 -0.57 -0.36
H 0.56 -0.51 -1.62
H -0.08 0.22 0.28
O 0.98 -0.23 0.67
H -0.23 0.43 -0.15
H -0.75 -0.18 -0.50
O -0.42 -0.93 -0.27
H -0.09 -0.04 -1.24
H 0.55 1.08 1.39
O 1.10 -1.53 1.63
H -0.36 0.05 -0.25
H -0.72 1.49 -1.27
O -2.09 -0.13 0.62
H -0.45 0.02 -0.20
H 2.61 0.05 -0.37

Properties
Calculated total energy, eV: -11467.97005
M, g mol⁻¹: 104.10
SMILES: CO.O.O.O.O
LUMO level, eV: 0.50

=====

No. 5
Below is a cluster of 2 separate species, C7H15N2PS in total at a distorted geometry, with properties calculated with the ωB97M-V functional and the def2-TZVPD basis.

Last column: Löwdin charge in e.
CARTESIAN COORDINATES (ANGSTROEM)
C  4.294  -1.423  0.761  -0.035
C  4.109  -2.255  1.609  -0.021
C  -1.803  0.467  0.548  -0.195
C  -2.899  -1.304  1.877  -0.142
C  -1.014  2.275  -0.822  -0.122
C  2.338  0.761  -2.030  -0.173
C  -1.600  -0.725  1.421  -0.285
N  -0.820  0.917  -0.107  -0.179
N  1.683  0.075  -0.901  -0.354
P  1.195  0.743  0.611  0.373
S  1.819  2.534  0.651  0.139
H  4.225  -0.643  -0.011  0.027
H  4.243  -3.016  2.393  0.033
H  -2.833  0.860  0.497  0.141
H  -3.536  -1.558  1.070  0.058
H  -3.435  -0.714  2.663  0.092
H  -2.630  -2.225  2.450  0.086
H  -1.506  2.143  -1.810  0.081
H  -1.396  3.061  -0.101  0.096
H  0.058  2.545  -1.120  0.006
H  1.670  0.940  -2.814  0.047
H  2.772  1.609  -1.731  -0.019
H  3.000  0.076  -2.566  0.083
H  -0.902  -1.474  1.003  0.108
H  -0.993  -0.239  2.389  0.163
H  1.948  -0.849  -0.760  -0.006

Forces on the atoms, in the same order (eV/Å):
C -0.77 0.72 -0.71
C 0.98 -0.74 0.74
C 0.38 -1.10 -0.22
C 0.45 -1.08 2.75
C 1.89 -0.81 -0.19
C -1.24 -4.17 -0.18
C 1.67 1.73 2.41
N -0.86 3.33 -0.58
N -0.16 1.80 0.28
P 0.18 -2.10 -0.94
S 0.38 1.63 0.23
H 0.30 -0.81 0.87
H -0.48 0.86 -0.90
H 0.44 0.26 -0.07
H -0.78 -0.27 -0.74
H 0.34 -0.03 -1.02
H -0.51 0.35 -0.62
H -0.37 0.10 1.05
H 0.19 -1.03 -1.17
H -1.56 0.05 0.58
H -1.60 0.80 -1.00
H 1.92 3.23 1.05
H 0.60 0.00 0.64
H -0.44 0.53 0.05
H -1.40 -1.39 -2.28
H 0.46 -1.85 -0.03

Properties
Calculated total energy, eV: -30602.75392
M, g mol⁻¹: 190.25
LUMO level, eV: 0.32

=====

No. 6
Below is a cluster of 14 separate species, C5H38O14 in total at a distorted geometry, with properties calculated with the ωB97M-V functional and the def2-TZVPD basis.

Last column: Löwdin charge in e.
CARTESIAN COORDINATES (ANGSTROEM)
O  0.978  1.854  4.243  -0.056
H  1.338  2.550  3.644  0.083
H  1.615  1.142  4.091  0.008
O  3.271  0.069  3.660  -0.087
H  3.317  -0.885  3.681  0.040
H  3.455  0.269  2.684  0.020
O  3.855  0.371  1.000  -0.091
H  3.602  1.015  0.270  0.043
H  4.845  0.330  0.937  0.103
O  -4.041  -2.029  1.208  -0.064
H  -4.281  -1.280  0.646  0.021
H  -3.471  -2.505  0.590  0.013
O  -2.474  -0.683  3.639  -0.066
H  -2.840  -1.381  4.255  0.097
H  -2.666  -1.029  2.765  0.012
O  -3.959  1.152  -0.534  -0.038
H  -4.869  1.407  -0.332  0.056
H  -3.428  1.463  0.193  -0.008
O  -1.676  1.968  3.684  -0.026
H  -2.073  1.128  3.905  0.020
H  -0.735  1.966  3.893  0.010
O  -1.750  -2.137  -0.636  -0.060
H  -0.967  -1.696  -0.247  0.020
H  -1.619  -2.124  -1.591  0.025
O  -1.734  1.965  1.183  -0.099
H  -1.744  2.017  2.207  -0.005
H  -1.853  2.863  0.860  0.049
C  0.224  -1.673  -4.555  -0.186
O  0.194  -1.459  -3.188  -0.134
H  0.895  -0.920  -5.008  0.078
H  0.532  -2.663  -4.903  0.079
H  -0.795  -1.489  -4.951  0.084
H  -0.460  -0.752  -3.103  0.018
C  2.120  1.598  -1.841  -0.125
O  2.909  2.106  -0.793  -0.122
H  1.831  2.396  -2.569  0.097
H  2.639  0.830  -2.422  0.094
H  1.207  1.207  -1.463  0.050
H  2.573  2.964  -0.513  0.106
C  0.437  -0.628  1.631  -0.120
O  0.039  -0.171  0.350  -0.171
H  -0.365  -0.972  2.281  0.069
H  0.988  -1.534  1.365  0.081
H  0.997  0.154  2.133  0.060
H  -0.503  0.661  0.354  0.068
C  2.804  -2.484  -0.787  -0.175
O  3.918  -2.391  0.052  -0.114
H  3.002  -2.192  -1.838  0.080
H  2.334  -3.446  -0.819  0.072
H  2.010  -1.789  -0.471  0.056
H  3.928  -1.556  0.516  0.016
C  -2.205  1.297  -3.481  -0.129
O  -1.998  0.119  -2.696  -0.142
H  -3.179  1.392  -3.960  0.077
H  -2.068  2.224  -2.929  0.073
H  -1.485  1.267  -4.329  0.089
H  -2.616  0.125  -1.960  0.050

Forces on the atoms, in the same order (eV/Å):
O 0.54 1.17 -0.92
H -0.43 -0.55 0.78
H 0.27 -0.56 0.19
O 0.14 0.69 -1.47
H -0.08 -0.40 0.21
H -0.29 -0.19 1.39
O 1.59 0.43 -0.87
H -0.15 -0.53 0.78
H -1.27 0.09 0.18
O 0.02 0.22 -0.22
H -0.08 0.17 0.23
H 0.37 -0.16 0.08
O -0.53 -1.19 1.57
H 0.61 1.27 -1.08
H -0.36 -0.21 -0.58
O -0.77 -0.35 -0.72
H 0.22 -0.05 -0.09
H 0.77 0.19 0.83
O -0.62 1.22 -0.17
H 0.02 -0.85 0.25
H 0.49 -0.53 0.44
O -0.01 -0.12 0.21
H -0.42 0.15 -0.47
H 0.28 -0.01 0.11
O -0.21 0.06 -0.32
H 0.02 -0.03 -0.49
H 0.10 0.07 0.06
C -0.41 0.87 -1.65
O 0.12 -0.37 0.91
H -0.10 -0.36 -0.27
H 0.09 -0.02 0.62
H 0.40 -0.22 -0.23
H -0.07 -0.03 0.78
C -0.60 0.77 -1.68
O 0.72 0.33 0.23
H 0.42 -0.37 0.47
H 0.16 0.10 0.48
H -0.73 -0.68 0.36
H 0.02 -0.19 -0.02
C -0.08 -0.20 -0.55
O -0.82 0.80 -0.74
H -0.41 0.31 -0.02
H 0.56 0.30 0.61
H 0.37 -0.32 0.22
H 0.40 -0.96 0.70
C -1.03 1.76 -0.76
O 0.66 -1.04 0.09
H 0.29 -0.18 0.37
H 0.20 -0.86 0.30
H 0.14 -0.11 -0.05
H -0.38 0.43 -0.09
C 0.57 -0.03 -0.87
O -0.19 0.76 -0.72
H -0.32 -0.50 0.22
H 0.27 -0.03 0.30
H -0.26 0.00 0.71
H -0.22 0.02 0.39

Properties
Calculated total energy, eV: -34466.09302
M, g mol⁻¹: 322.35
LUMO level, eV: -0.02

=====

- Which value of M does entry 1 give?
  417.51 g mol⁻¹

=====

- Which value of M does entry 4 give?
  104.10 g mol⁻¹

=====

- Which of these has the highest calculated total energy?
  C2H4N2